Density functional theory data (the ωB97M-V functional and the def2-TZVPD basis) for an isolated molecule of C2HBr2ClO at a distorted geometry.

## Properties
**Energy above the lowest of the compared OMol25 structures with the same formula, charge and spin**: 0.3461 eV
**DFT total energy**: -5760.253454 a.u.
**Multiplicity**: 1
**Frontier orbital gap**: 10.5 eV
**SMILES string**: O=C(Cl)C(Br)Br
**Highest occupied orbital energy**: -10.6 eV

The geometry in XYZ format:
```
7
C2HBr2ClO the ωB97M-V functional and the def2-TZVPD basis
O 0.01 0.33 -1.91
C -0.42 -0.01 -0.89
Cl -2.05 -0.55 -0.62
C 0.23 0.11 0.55
Br 1.92 1.18 0.40
Br 0.61 -1.75 1.11
H -0.30 0.70 1.36
```



Density functional theory data (the ωB97M-V functional and the def2-TZVPD basis) for an isolated molecule of C3H4P2 at a distorted geometry.

## Properties
**Energy above the lowest of the compared OMol25 structures with the same formula, charge and spin**: 3.2104 eV
**DFT total energy**: -799.224811 a.u.
**Multiplicity**: 1
**Frontier orbital gap**: 8.1 eV
**SMILES string**: C=PC1=PC1
**Highest occupied orbital energy**: -8.7 eV

The geometry in XYZ format:
```
9
C3H4P2 the ωB97M-V functional and the def2-TZVPD basis
C -1.47 -1.73 1.40
P -0.65 -0.89 0.09
C 0.34 0.90 -0.20
P 0.03 2.49 -0.59
C 1.36 1.22 -1.18
H -1.48 -1.31 2.37
H -1.69 -2.78 1.06
H 2.35 1.39 -0.91
H 1.22 0.72 -2.05
```



Density functional theory data (the ωB97M-V functional and the def2-TZVPD basis) for C37H35AsN3O4OsP2S3 as an isolated structure.

## Properties
**Net charge**: +1
**Energy above the lowest of the compared OMol25 structures with the same formula, charge and spin**: 0.0000 eV
**DFT total energy**: -6099.615735 a.u.
**Multiplicity**: 5
**Frontier orbital gap (spin up / spin down)**: 5.4 / 3.3 eV
**Expectation value of S²**: 6.02
**Highest occupied orbital energy (spin up / spin down)**: -8.7 / -8.7 eV

The geometry in XYZ format:
```
86
C37H35AsN3O4OsP2S3 the ωB97M-V functional and the def2-TZVPD basis
Os 0.34 0.66 -0.15
S -1.65 -0.58 1.23
P -1.84 -1.25 -0.67
C -0.88 -0.13 -1.60
P -1.48 1.36 -2.25
S -0.85 2.61 -0.72
C -0.56 1.81 -3.73
C -0.96 2.92 -4.46
C -0.21 3.34 -5.55
C 0.94 2.64 -5.90
C 1.34 1.53 -5.18
C 0.59 1.11 -4.08
C -3.20 1.54 -2.65
C -3.66 1.11 -3.89
C -5.02 1.18 -4.18
C -5.90 1.68 -3.23
C -5.44 2.11 -1.99
C -4.09 2.04 -1.69
C -3.55 -1.51 -1.14
C -4.59 -1.20 -0.26
C -5.90 -1.49 -0.63
C -6.17 -2.06 -1.86
C -5.13 -2.36 -2.74
C -3.82 -2.08 -2.39
C -1.10 -2.88 -0.86
C -1.46 -3.90 0.04
C -0.99 -5.19 -0.15
C -0.16 -5.47 -1.23
C 0.22 -4.46 -2.11
C -0.25 -3.17 -1.92
H -1.86 3.47 -4.19
H -0.51 4.21 -6.11
H 1.53 2.97 -6.75
H 2.23 0.99 -5.46
H 0.89 0.24 -3.51
H -2.97 0.73 -4.63
H -5.38 0.85 -5.14
H -6.96 1.74 -3.46
H -6.13 2.50 -1.26
H -3.72 2.37 -0.73
H -4.37 -0.76 0.70
H -6.71 -1.26 0.06
H -7.19 -2.29 -2.14
H -5.35 -2.81 -3.70
H -3.01 -2.33 -3.07
H -2.13 -3.68 0.86
H -1.28 -5.97 0.53
H 0.20 -6.48 -1.38
H 0.87 -4.69 -2.94
H 0.03 -2.37 -2.60
C 3.80 -1.06 1.91
As 2.20 -1.86 1.27
C 1.04 -2.18 2.73
C 2.64 -3.53 0.49
O 1.57 -0.89 0.02
H 4.33 -1.77 2.55
H 3.57 -0.17 2.48
H 4.42 -0.81 1.05
H 1.62 -2.64 3.53
H 0.24 -2.84 2.40
H 0.61 -1.24 3.08
H 3.29 -4.08 1.17
H 3.14 -3.35 -0.46
H 1.72 -4.09 0.31
O 3.82 3.01 8.94
S 4.14 1.80 8.21
O 2.99 0.98 7.85
O 5.28 1.05 8.70
C 4.70 2.47 6.61
N 5.90 3.07 6.55
C 6.26 3.53 5.36
C 5.47 3.39 4.23
C 4.25 2.77 4.41
N 3.86 2.32 5.59
C 3.28 2.48 3.32
C 3.52 2.71 1.97
C 2.61 2.28 1.03
N 1.46 1.66 1.38
C 1.18 1.52 2.69
C 2.06 1.90 3.67
H 7.22 4.02 5.31
H 5.81 3.76 3.27
H 4.43 3.19 1.63
H 2.78 2.43 -0.02
H 0.23 1.07 2.93
H 1.84 1.74 4.72
```



Question: energy above the lowest of the compared OMol25 structures with the same formula, charge and spin of number 2 (C3H4P2)?
Answer: 3.2104 eV



Question: The lowest DFT total energy belongs to which entry?
Answer: C37H35AsN3O4OsP2S3